No. 1
This record from OMol25 describes an isolated ion of composition C11H18N and charge +1. The level of theory is ωB97M-V/def2-TZVPD.

As for the max |F|: 5.05 eV/Å. The HOMO energy (spin up / spin down) is -10.622 / -11.191 eV. The total charge is +1. The value obtained for the orbital gap (spin up / spin down) is 5.559 / 7.137 eV. The value obtained for the energy relative to the best compared isomer or geometry (same formula, charge and spin) is 5.703 eV.

Each line ends with the Mulliken charge.
Element x y z (Å)
N  -1.683  0.316  -0.092  -0.178
C  4.367  -0.535  0.191  -0.620
C  -3.684  -0.960  0.531  -1.037
C  -0.573  -0.452  0.200  1.094
C  3.215  0.442  0.141  -0.016
C  -3.116  0.240  -0.120  0.756
C  -0.404  -1.959  -0.034  -1.406
C  -3.771  1.400  -0.619  -1.154
C  0.548  1.613  0.798  -1.478
C  0.671  0.327  0.269  0.503
C  1.970  -0.234  -0.074  -0.413
C  4.356  0.486  -0.885  -0.583
H  4.922  1.361  -0.739  0.303
H  4.992  -0.667  1.106  0.284
H  -4.863  0.982  -0.742  0.335
H  -2.837  -1.494  0.820  0.156
H  2.014  -1.189  -0.482  0.402
H  4.063  -1.570  -0.170  0.215
H  -1.140  -2.515  0.601  0.435
H  -3.671  2.261  0.074  0.324
H  -1.512  1.254  -0.247  0.129
H  -3.468  1.822  -1.681  0.332
H  -0.624  -2.326  -1.103  0.303
H  -4.361  -1.444  -0.117  0.393
H  4.226  0.063  -1.911  0.228
H  -0.472  2.185  0.937  0.238
H  1.475  2.205  0.932  0.229
H  -4.307  -0.706  1.375  0.323
H  0.498  -2.290  0.367  0.483
H  3.171  1.385  0.673  0.419



No. 2
This record from OMol25 describes C29H34Cl2HfNO6S5Sb as an isolated structure. The level of theory is ωB97M-V/def2-TZVPD.

As for the max |F|: 3.78 eV/Å. The HOMO energy is -6.748 eV. The total charge is 0. The value obtained for the orbital gap is 4.742 eV. The value obtained for the energy relative to the best compared isomer or geometry (same formula, charge and spin) is 0.000 eV.

Each line ends with the Mulliken charge.
Element x y z (Å)
Hf  -3.111  0.612  2.743  1.291
Sb  2.599  0.141  -1.810  0.223
Cl  1.270  1.704  8.414  -0.201
Cl  0.978  -1.437  4.130  -0.136
S  -5.649  -2.774  3.667  -0.082
S  -5.565  1.534  2.884  -0.460
S  -7.229  -0.769  2.302  -0.077
S  -8.188  -3.511  2.107  -0.228
S  -3.704  -0.912  4.717  -0.560
O  -3.146  -1.033  1.458  -0.793
O  -5.163  0.021  -4.291  -0.579
O  -2.609  1.655  1.037  -0.543
O  -1.202  0.396  3.351  -0.527
O  -2.855  2.379  3.858  -0.522
O  -6.613  -1.479  -3.586  -0.581
N  -5.623  -0.741  -3.441  0.963
C  1.499  -2.653  -1.629  -1.424
C  4.323  1.363  0.551  -1.407
C  -3.832  0.044  -1.970  -0.980
C  3.114  0.155  -4.765  -1.320
C  0.777  1.573  6.775  0.175
C  4.338  1.516  -1.003  1.067
C  -2.800  1.260  -0.191  0.168
C  4.028  2.940  -1.435  -1.430
C  -0.202  2.426  6.268  -0.886
C  5.518  0.910  -1.718  -1.472
C  0.527  0.036  4.867  0.269
C  3.987  -2.651  -2.060  -1.337
C  -4.912  -2.152  -1.578  -0.502
C  -3.347  0.072  -0.652  0.526
C  1.890  0.587  -3.955  1.495
C  -4.788  -0.928  -2.252  0.003
C  -4.313  -2.200  -0.326  -0.455
C  1.528  2.098  -3.944  -1.638
C  3.029  -2.144  0.294  -1.508
C  -3.556  -1.074  0.202  0.753
C  2.836  -2.148  -1.213  1.146
C  -0.978  1.999  5.175  0.703
C  -5.874  -0.148  3.153  0.040
C  -7.109  -2.403  2.647  0.068
C  -0.537  0.831  4.420  0.365
C  -5.219  -1.128  3.934  0.425
C  0.652  -0.257  -4.214  -1.614
C  1.205  0.443  6.054  -0.456
C  -2.171  2.652  4.905  -0.284
H  2.431  2.742  -3.940  0.376
H  4.493  0.347  0.899  0.293
H  1.298  -3.693  -1.285  0.466
H  3.182  3.390  -0.936  0.332
H  3.833  -2.431  -3.122  0.257
H  6.412  1.427  -1.358  0.496
H  -3.698  0.859  -2.662  0.588
H  1.005  2.317  -4.885  0.553
H  -5.632  -2.890  -1.958  0.423
H  -0.456  3.355  6.759  0.450
H  2.151  -0.033  6.339  0.399
H  0.684  -2.069  -1.148  0.321
H  2.835  -3.093  0.735  0.526
H  3.804  2.931  -2.524  0.218
H  4.864  3.641  -1.376  0.411
H  4.099  -1.840  0.542  0.211
H  -2.606  3.447  5.537  0.366
H  2.953  -0.818  -5.266  0.343
H  0.804  -1.330  -4.492  0.328
H  0.917  2.363  -3.037  0.244
H  3.301  0.951  -5.548  0.334
H  4.134  -3.724  -1.968  0.436
H  5.125  1.983  1.035  0.403
H  0.063  0.194  -5.020  0.459
H  -0.061  -0.393  -3.385  0.276
H  -2.579  1.963  -1.002  0.364
H  3.391  1.787  0.950  0.297
H  4.088  -0.013  -4.207  0.196
H  -4.483  -2.998  0.398  0.493
H  2.463  -1.322  0.779  0.341
H  5.614  -0.151  -1.406  0.232
H  4.951  -2.170  -1.817  0.307
H  1.337  -2.623  -2.738  0.231
H  5.480  1.092  -2.772  0.353



No. 3
This record from OMol25 describes a 9-piece molecular cluster, C27H54N6O16 overall. The level of theory is ωB97M-V/def2-TZVPD.

As for the max |F|: 4.92 eV/Å. The HOMO energy is -6.479 eV. The total charge is 0. The value obtained for the orbital gap is 4.661 eV.

Each line ends with the Mulliken charge.
Element x y z (Å)
O  6.397  -2.449  -1.161  -0.539
O  3.830  -2.070  -3.569  -0.568
O  1.496  1.674  -1.563  -0.194
O  -5.470  0.639  2.498  -0.279
O  0.064  -4.343  -1.958  -0.676
O  -0.909  -2.190  3.388  -0.580
O  -2.893  -1.916  3.919  -0.576
O  1.335  -6.859  -2.543  -0.535
O  2.445  -4.057  0.950  -0.705
O  1.331  2.846  2.719  -0.174
O  6.162  -0.083  0.256  -0.651
O  -4.463  -1.902  -3.806  -0.546
O  2.347  -1.730  2.450  -0.494
O  -3.442  -1.894  -5.672  -0.566
O  -0.952  0.941  -0.201  -1.043
O  5.139  -4.476  -3.878  -0.630
N  0.644  5.550  2.475  -0.630
N  -3.575  1.731  0.615  0.047
N  0.667  3.927  -3.074  -0.766
N  -1.785  -1.476  3.702  1.063
N  -4.994  -0.342  -0.638  -0.560
N  -3.493  -1.620  -4.443  0.929
C  -2.391  -0.729  -3.878  -0.363
C  1.514  6.003  4.719  -1.512
C  5.435  -1.043  0.492  0.761
C  1.235  1.539  -2.963  -0.581
C  1.883  3.605  3.822  -0.834
C  -6.274  0.005  1.529  -0.962
C  0.423  2.743  -5.050  -1.473
C  4.378  -0.935  1.488  -0.776
C  -1.510  -0.062  3.938  -0.231
C  1.730  5.230  3.420  0.389
C  1.237  -4.501  -2.301  0.806
C  4.001  -4.476  -3.423  0.890
C  0.312  2.593  -3.501  0.846
C  5.417  -2.310  -0.221  0.382
C  -5.540  -1.009  0.566  0.373
C  -0.621  -0.442  -0.280  0.680
C  3.286  -5.697  -3.028  -0.929
C  1.974  -3.221  -2.558  -0.476
C  3.189  -3.179  -3.160  0.352
C  4.497  -3.304  -0.008  -1.055
C  -5.629  0.045  3.774  -0.658
C  3.394  -1.923  1.634  0.532
C  -4.328  -1.636  1.168  -1.273
C  3.330  -3.174  0.845  0.982
C  1.994  -5.688  -2.637  0.406
C  2.603  0.821  -1.248  -0.096
C  1.711  1.472  2.666  -0.135
H  1.519  7.071  4.499  0.414
H  2.196  1.704  -3.450  0.523
H  -5.420  -1.023  3.707  0.267
H  2.931  3.346  3.976  0.349
H  6.986  -1.694  -1.105  0.336
H  -6.670  0.094  4.092  0.346
H  -0.658  2.255  -3.138  0.055
H  0.836  0.537  -3.123  -0.035
H  1.363  2.632  -5.589  0.394
H  1.603  4.279  -3.213  0.203
H  -2.314  0.185  -4.468  0.274
H  -4.785  -1.026  -1.351  0.077
H  -4.173  0.941  0.420  0.098
H  1.754  -2.454  2.235  0.293
H  0.187  4.736  -3.442  0.229
H  1.192  1.033  3.518  0.255
H  -1.378  -1.116  -3.979  0.183
H  4.699  -2.420  -3.777  0.376
H  2.483  -0.184  -1.651  0.115
H  -1.551  -1.010  -0.299  0.275
H  -5.071  0.722  4.421  0.224
H  -3.648  2.108  1.549  0.434
H  1.288  3.363  4.702  0.352
H  1.329  0.951  1.788  -0.340
H  -3.801  2.494  -0.006  0.407
H  3.731  -6.680  -3.091  0.415
H  -2.519  -0.573  -2.807  0.041
H  2.209  5.691  5.499  0.351
H  -7.218  -0.322  1.965  0.443
H  3.481  1.349  -1.621  0.484
H  -6.231  -1.801  0.278  0.482
H  1.407  -2.304  -2.492  0.170
H  0.518  6.542  2.334  0.256
H  -3.476  -1.044  1.502  0.007
H  -0.095  -0.769  -1.177  -0.647
H  -4.500  -2.297  2.018  0.472
H  -6.468  0.939  1.001  0.333
H  0.233  3.753  -5.413  0.398
H  -5.554  0.336  -1.135  0.195
H  2.792  1.397  2.786  0.265
H  -0.051  -0.722  0.606  -0.217
H  2.664  5.614  3.011  0.301
H  -0.792  -0.051  4.758  0.361
H  -0.236  5.293  2.899  0.232
H  4.300  -0.073  2.135  0.373
H  0.403  -6.629  -2.532  0.328
H  2.558  0.630  -0.176  -0.321
H  -0.927  0.279  3.083  -0.057
H  4.447  -4.180  -0.638  0.552
H  -0.284  2.102  -5.578  0.260
H  -2.651  1.384  0.400  0.133
H  -3.871  -2.413  0.555  0.504
H  -2.411  0.530  4.104  0.034
H  0.516  5.872  5.138  0.371



No. 4
This record from OMol25 describes a 2-piece molecular cluster, C2H8N6O2 overall. The level of theory is ωB97M-V/def2-TZVPD.

As for the max |F|: 4.68 eV/Å. The HOMO energy (spin up / spin down) is -18.195 / -18.366 eV. The total charge is +2. The value obtained for the orbital gap (spin up / spin down) is 7.139 / 8.438 eV. The value obtained for the energy relative to the best compared isomer or geometry (same formula, charge and spin) is 2.270 eV.

Each line ends with the Mulliken charge.
Element x y z (Å)
O  -0.348  -2.453  0.367  -0.291
O  -0.100  1.823  -0.725  -0.381
N  0.729  -0.418  -0.360  -0.128
N  -3.560  0.358  0.493  -0.421
N  3.306  0.820  0.609  -0.113
N  2.885  0.010  -0.302  -0.050
N  -1.210  -0.188  0.060  0.027
N  -2.615  -0.170  -0.435  0.011
C  -0.182  -1.377  0.044  0.300
C  -0.237  0.698  -0.469  0.335
H  -2.861  -1.057  -0.867  0.371
H  3.386  1.754  0.317  0.290
H  -3.594  1.331  0.694  0.288
H  -3.771  -0.374  1.238  0.306
H  -2.635  0.532  -1.209  0.388
H  3.719  0.286  1.442  0.349
H  2.870  0.198  -1.305  0.350
H  2.886  -1.001  -0.119  0.370



No. 5
This record from OMol25 describes one molecule with the formula C6H5NO2. The level of theory is ωB97M-V/def2-TZVPD.

As for the max |F|: 3.39 eV/Å. The HOMO energy is -10.193 eV. The SMILES is O=[N+]([O-])c1ccccc1. The total charge is 0. The value obtained for the orbital gap is 9.398 eV. The value obtained for the energy relative to the best compared isomer or geometry (same formula, charge and spin) is 3.743 eV.

Each line ends with the Mulliken charge.
Element x y z (Å)
O  -19.319  18.174  3.458  -0.554
O  -19.794  17.013  5.312  -0.534
N  -19.389  17.106  4.133  0.858
C  -18.671  13.410  2.098  -0.437
C  -18.754  13.446  3.478  -0.266
C  -19.022  14.597  4.208  -0.440
C  -19.082  15.811  3.442  0.302
C  -18.748  14.602  1.358  -0.363
C  -18.832  15.828  2.038  -0.386
H  -18.699  12.489  3.976  0.328
H  -18.567  12.420  1.678  0.349
H  -18.842  14.622  0.282  0.362
H  -18.998  16.716  1.446  0.390
H  -19.095  14.394  5.266  0.390



No. 6
This record from OMol25 describes C5H9NO2 as an isolated structure. The level of theory is ωB97M-V/def2-TZVPD.

As for the max |F|: 7.86 eV/Å. The HOMO energy is -9.492 eV. The total charge is 0. The value obtained for the orbital gap is 10.291 eV. The value obtained for the energy relative to the best compared isomer or geometry (same formula, charge and spin) is 6.330 eV.

Each line ends with the Mulliken charge.
Element x y z (Å)
O  -1.901  0.130  -0.200  -0.392
O  0.431  -0.788  1.359  -0.583
N  1.559  1.089  0.107  -0.730
C  0.344  -0.589  -0.049  1.102
C  -1.151  1.240  0.376  -0.544
C  -0.963  -1.022  -0.495  -1.177
C  1.793  -0.240  -0.615  -0.305
C  0.105  0.777  -0.190  -0.097
H  -1.418  -1.980  -0.019  0.312
H  -1.627  2.260  0.289  0.299
H  -1.320  -1.252  -1.593  0.237
H  1.461  0.689  1.183  0.411
H  2.458  -0.999  -0.068  0.271
H  -0.134  0.796  -1.363  0.256
H  1.994  0.081  -1.668  0.318
H  -1.166  1.032  1.501  0.204
H  -0.465  -1.225  1.444  0.418



No. 7
This record from OMol25 describes one molecule with the formula C2H3NO2S. The level of theory is ωB97M-V/def2-TZVPD.

As for the max |F|: 6.54 eV/Å. The HOMO energy is -9.714 eV. The SMILES is O=C1N[C@@H](O)S1. The total charge is 0. The value obtained for the orbital gap is 9.820 eV. The value obtained for the energy relative to the best compared isomer or geometry (same formula, charge and spin) is 1.536 eV.

Each line ends with the Mulliken charge.
Element x y z (Å)
S  1.370  -1.199  0.040  -0.178
O  -1.609  -0.867  -0.524  -0.485
O  2.236  1.354  -0.188  -0.506
N  -0.054  0.785  0.018  -0.239
C  -0.631  -0.517  0.314  -0.218
C  1.297  0.610  -0.136  0.483
H  -0.408  1.543  0.591  0.284
H  -0.785  -0.615  1.293  0.520
H  -1.417  -1.095  -1.408  0.339



No. 8
This record from OMol25 describes one molecule with the formula C22H22N6O3S2. The level of theory is ωB97M-V/def2-TZVPD.

As for the max |F|: 1.77 eV/Å. The HOMO energy is -8.310 eV. The SMILES is CCOC(=O)Cc1csc(NC(=O)CSc2nnc(-n3nc(C)cc3C)c3ccccc23)n1. The total charge is 0. The value obtained for the orbital gap is 8.070 eV. The value obtained for the energy relative to the best compared isomer or geometry (same formula, charge and spin) is 0.507 eV.

Each line ends with the Mulliken charge.
Element x y z (Å)
S  1.177  -0.529  -3.386  -0.290
S  -1.622  2.332  -2.468  -0.221
O  3.145  -0.833  2.139  -0.310
O  3.329  -1.942  0.195  -0.602
O  1.033  4.347  -3.879  -0.630
N  -1.264  1.371  1.256  -0.162
N  -1.311  2.011  0.112  -0.957
N  -1.364  -0.486  2.579  1.099
N  -1.004  -1.783  2.674  -1.134
N  1.314  2.184  -3.373  -0.026
N  1.281  0.998  -1.318  -0.450
C  1.261  -0.282  -0.854  0.507
C  -0.760  -2.014  3.946  0.612
C  1.254  1.050  -2.602  0.300
C  -1.697  1.407  -0.978  0.908
C  -2.592  -0.598  -2.162  -0.855
C  -2.138  0.051  -1.005  0.570
C  2.737  -1.193  0.924  0.261
C  -2.048  -0.658  0.218  1.069
C  -1.339  0.126  3.803  1.207
C  -1.691  1.547  4.022  -1.389
C  -2.446  -2.004  0.250  -0.395
C  -2.891  -2.616  -0.894  -0.842
C  -0.330  -3.350  4.432  -1.284
C  4.341  -1.438  2.638  -0.308
C  1.400  -0.542  0.607  0.149
C  4.039  -2.776  3.298  -1.008
C  -0.969  -0.841  4.703  -1.379
C  -1.572  0.100  1.339  -0.517
C  1.205  -1.238  -1.819  -0.322
C  0.748  3.421  -3.161  0.360
C  -2.958  -1.917  -2.104  -0.724
C  -0.279  3.501  -2.061  -0.524
H  -1.811  1.731  5.087  0.404
H  -3.301  -2.423  -2.994  0.436
H  4.742  -0.724  3.359  0.343
H  1.839  2.112  -4.237  0.270
H  -0.685  4.510  -2.016  0.425
H  1.308  0.388  1.167  0.226
H  -2.382  -2.545  1.181  0.597
H  0.569  -3.259  5.038  0.300
H  3.300  -2.646  4.084  0.197
H  -0.911  2.195  3.629  0.256
H  -0.133  -4.004  3.587  0.337
H  -0.857  -0.730  5.762  0.466
H  0.640  -1.251  0.951  -0.376
H  -3.193  -3.652  -0.863  0.437
H  -1.110  -3.794  5.050  0.297
H  3.651  -3.474  2.560  0.302
H  1.205  -2.301  -1.698  0.530
H  -2.642  -0.039  -3.084  0.432
H  -2.614  1.800  3.505  0.284
H  4.949  -3.186  3.727  0.397
H  5.044  -1.571  1.809  0.334
H  0.110  3.192  -1.091  0.394